1.
C17H35NO5Si | ωB97M-V with the def2-TZVPD basis set

## Properties
Molar mass = 361.555 g/mol
F_max = 0.0344 hartree/bohr
Lowest unoccupied orbital energy = 0.54 eV
Frontier orbital gap = 10.454 eV

Geometry as XYZ:
```
59
C17H35NO5Si, DFT ωB97M-V with the def2-TZVPD basis set
Si 1.57576 1.78286 0.24212
O -0.58890 -4.02822 -3.04580
O 2.73672 2.84343 4.17558
O -0.01463 -2.92197 1.41113
O 2.00711 -2.47470 0.49064
O -2.14093 -4.73076 -4.42250
N 0.76556 3.87786 3.72544
C 2.04148 3.44944 3.38760
C -1.53113 -4.91748 -3.40797
C 0.96396 2.85048 -1.18541
C 1.34234 -3.02828 1.33768
C -0.44508 -0.07749 1.04478
C 1.27936 -5.03037 -1.85013
C 0.25042 1.23080 1.48484
C -2.20805 3.15669 -0.18704
C 0.09543 -4.08542 -1.78998
C -0.38103 2.42990 -1.83235
C -0.38516 -2.15841 2.59416
C -1.06905 -0.84875 2.22953
C -1.76444 -6.14676 -2.55822
C -2.63782 3.23464 -2.62947
C 2.97790 2.62708 1.18059
C 2.54057 3.84467 2.01386
C -1.54744 3.38153 -1.54835
H 0.96751 -6.05397 -2.05959
H 1.81817 -3.67318 2.09094
H 0.32907 3.27208 4.40433
H -2.82153 -6.39416 -2.60795
H 3.44434 1.89376 1.83690
H 0.25624 -0.69695 0.49843
H -3.18709 4.16814 -2.71588
H -3.18443 3.64183 -0.18228
H -0.23039 2.42910 -2.91004
H 0.74268 1.05557 2.44238
H 3.74722 2.96044 0.48573
H -3.32012 2.43355 -2.35443
H -1.07216 -2.77731 3.16424
H 0.50276 -1.96999 3.19522
H 1.77509 4.42328 1.49383
H -0.62849 1.40195 -1.56790
H 3.37632 4.52159 2.17943
H 1.74290 2.75432 -1.94281
H -1.19368 -6.97152 -2.98245
H -0.49867 2.00575 1.62884
H -1.49321 -6.02961 -1.51208
H -1.24793 0.15917 0.35194
H 1.95972 -4.72566 -2.64484
H -2.12977 -1.01256 2.05624
H -0.59355 -4.33536 -0.98224
H -1.17327 4.40387 -1.55453
H -1.64866 3.58823 0.64064
H 2.13115 0.53722 -0.34242
H -1.00910 -0.21065 3.11075
H -2.21323 2.98715 -3.59798
H 0.44552 -3.07354 -1.59828
H 1.82270 -5.02328 -0.90517
H -2.38690 2.10168 0.00555
H 0.94365 3.90746 -0.91893
H 0.16420 4.04083 2.93370
```



2.
CH6N2S2 | ωB97M-V with the def2-TZVPD basis set

## Properties
Molar mass = 110.207 g/mol
F_max = 0.0384 hartree/bohr
ΔE to the lowest compared entry with this formula, charge and spin = 56.56 kJ/mol
Lowest unoccupied orbital energy = -0.09 eV
Frontier orbital gap = 9.238 eV

Geometry as XYZ:
```
11
CH6N2S2, DFT ωB97M-V with the def2-TZVPD basis set
S 1.13917 -2.30639 3.08215
S 0.17585 -1.77864 1.28848
N 0.40656 1.58559 -2.48036
N -0.41450 1.07595 -0.34387
C -0.25447 0.83495 -1.70094
H -1.13310 -1.84119 1.76998
H -0.64749 0.21600 0.14123
H 0.02562 1.52016 -3.42015
H 1.42229 -1.03413 3.52623
H -1.03219 0.09464 -1.95004
H 0.31226 1.63305 0.08730
```



3.
C43H43AuN2OP2Si | ωB97M-V with the def2-TZVPD basis set

## Properties
Molar mass = 890.831 g/mol
F_max = 0.0330 hartree/bohr
Net charge = +2
Lowest unoccupied orbital energy = -6.75 eV
Frontier orbital gap = 6.774 eV

Geometry as XYZ:
```
93
C43H43AuN2OP2Si, DFT ωB97M-V with the def2-TZVPD basis set
Au 0.22848 -0.00968 0.64291
P -1.79361 1.67630 0.80894
P 1.11009 -2.45399 0.37584
Si -0.70467 -0.86717 2.69562
O 1.10963 0.46313 -1.45291
N 1.36930 1.38710 -3.48353
N 1.81981 2.62266 -1.56784
C -2.55794 -0.45609 2.49758
C -1.71849 2.46328 -1.82365
C 4.82373 -0.90186 0.59986
C -4.86985 -0.84953 3.07082
C -0.88534 -3.51216 3.77516
C 0.30272 -3.39165 1.70517
C -0.68789 -4.88193 3.81735
C 0.01288 -5.50930 2.80173
C 2.80144 3.35230 -3.65281
C -5.25523 0.26768 2.34801
C 0.32227 -3.39750 -2.08796
C 5.37562 -1.52424 1.71075
C -0.02051 -0.05722 4.27662
C 2.44370 -4.26783 -1.29908
C 2.78390 -2.11582 0.96039
C -1.91362 2.29787 -3.17842
C 0.51154 -4.77141 1.74346
C 4.63252 -2.43359 2.44805
C -2.56938 1.16920 -3.65096
C 1.83015 2.43536 -4.37478
C -1.59109 3.89283 2.43874
C 1.41906 1.46244 -2.14051
C -0.41042 -2.74749 2.71842
C 1.56899 -4.94069 -3.43306
C -2.96197 0.64709 1.74869
C 0.45768 -4.12861 -3.25235
C 3.32813 -2.72440 2.08791
C 1.91406 2.72406 -0.13228
C 3.52950 -1.19478 0.22006
C -2.85114 0.36904 -1.40630
C 2.13534 3.79669 -2.36077
C 1.30734 -3.48019 -1.10398
C -2.21426 1.51275 -0.93094
C -3.35268 5.45021 0.95577
C 2.55250 -5.01241 -2.45893
C 0.90295 0.18142 -4.12741
C -2.77636 5.95031 2.11511
C -1.90448 5.17045 2.86160
C -4.30396 1.02155 1.68452
C -2.18075 3.38509 1.28010
C -3.03017 0.20623 -2.76623
C -3.05837 4.16882 0.52963
C -3.53642 -1.20628 3.13852
H 2.31223 1.96326 -5.23388
H 1.02894 -0.29569 4.41584
H -0.89623 3.28297 2.99787
H 3.21432 -4.30999 -0.54287
H -4.59848 1.88917 1.11043
H -1.21448 3.33987 -1.43820
H -0.11746 1.02227 4.23124
H 2.74618 -3.43296 2.65977
H 1.70171 -0.26523 -4.72012
H 1.07589 -5.25534 0.95853
H -3.25259 -2.08019 3.70332
H -6.29428 0.55012 2.29899
H 5.07129 -2.92096 3.30410
H 0.17713 -6.57381 2.83684
H 6.38890 -1.29741 2.00322
H -3.52917 -0.67603 -3.13839
H 3.07247 -0.72131 -0.63858
H -1.47317 5.56300 3.76997
H 5.40522 -0.18792 0.03712
H 1.67026 -5.51305 -4.34181
H -0.53116 -2.75019 -1.93290
H -0.55885 -0.39661 5.15512
H -1.08157 -5.45415 4.64242
H -5.60933 -1.44112 3.58776
H 0.06444 0.41359 -4.78419
H 2.71802 3.40710 0.13189
H 1.22086 4.36359 -2.57830
H -1.41073 -3.03182 4.58652
H -0.29282 -4.06212 -4.02392
H -4.04425 6.05334 0.38875
H -3.22524 -0.36970 -0.71064
H 0.97864 3.09457 0.30523
H -1.56123 3.04569 -3.87033
H -2.72680 1.04337 -4.71143
H 2.80167 4.44167 -1.78378
H 3.72837 2.82201 -3.42299
H 0.57732 -0.52359 -3.36698
H 0.96800 3.00085 -4.74904
H 3.41199 -5.64831 -2.60635
H -3.00885 6.95477 2.43562
H 2.13067 1.74298 0.29166
H 3.04651 4.20895 -4.27468
H -3.52908 3.76633 -0.35540
```



4.
C17H58N14O12 | ωB97M-V with the def2-TZVPD basis set

## Properties
Molar mass = 650.737 g/mol
F_max = 0.2122 hartree/bohr
ΔE to the lowest compared entry with this formula, charge and spin = 970.22 kJ/mol
Lowest unoccupied orbital energy = -0.65 eV
Frontier orbital gap = 8.293 eV

Geometry as XYZ:
```
101
C17H58N14O12, DFT ωB97M-V with the def2-TZVPD basis set
O -2.44490 -2.93275 -3.76025
O 1.07728 0.90537 -2.97774
O -0.90391 -0.44301 -0.65239
O 3.34326 -2.74418 3.69759
O 0.74441 3.47748 -1.81455
O -5.02644 -0.46357 -3.27411
O 2.36239 -4.24353 -0.71165
O 2.97833 2.32534 4.96088
O -1.19063 1.22420 3.48534
O -1.31267 -3.98093 0.47636
O 4.74594 0.32379 -0.30025
O -1.09573 3.66207 0.05388
N 2.41770 1.94631 2.76812
N 1.62566 -1.13388 3.98910
N 0.38439 -0.91634 1.26777
N 3.84421 0.63968 3.66384
N -3.63361 -4.69544 0.29761
N 0.10336 1.20770 0.63690
N 1.00454 -3.25760 3.93837
N 3.47583 -3.85408 1.27725
N 3.12428 -0.68078 1.01445
N -2.78396 -0.50015 -2.75523
N 2.67325 1.27201 0.09606
N -4.17847 -1.31697 -1.33724
N 1.23436 -3.68279 1.15038
N -3.25695 -2.63548 0.99805
C -1.62937 -3.80062 -2.89545
C -0.31972 -3.09144 -2.57383
C 1.57219 5.06843 -3.49514
C -2.46877 2.44700 -1.52650
C 0.41483 4.21897 -3.01260
C -0.08015 -0.06916 0.45467
C 3.50176 0.28869 0.21817
C 2.39620 -3.91151 0.54736
C -4.00347 -0.75756 -2.44339
C -0.61196 2.98203 4.67047
C -1.55404 2.54948 3.57943
C -2.71037 -3.77622 0.48025
C -2.38352 3.44414 -0.34908
C 3.05223 1.66643 3.81458
C 0.25537 0.72236 -4.05247
C 1.03603 1.05769 -5.30566
C 1.99487 -2.35273 3.88513
H -0.41765 -1.98233 -2.67042
H -2.99093 2.99254 0.41502
H 0.06875 3.60521 -3.86662
H -1.57489 -4.90119 -3.00553
H -3.20796 -5.48494 -0.22154
H 0.14454 -3.38744 -1.61981
H 1.89587 5.82013 -2.80500
H 1.67424 1.10119 0.19377
H 2.40631 -0.45767 4.07046
H 0.44129 -4.10598 0.67257
H -3.41134 -1.71831 -0.83429
H 0.22787 1.41118 1.58606
H -1.97655 -0.53543 -2.15979
H 0.88017 -0.69883 4.48643
H -4.64254 -4.48977 0.03200
H 0.65029 -0.79944 2.29849
H 2.09635 -0.87931 1.24772
H -1.19918 4.33161 0.70884
H 2.38110 4.41791 -3.78428
H -2.48225 -2.07894 -3.38245
H -0.00914 -3.03898 3.88888
H -2.85177 4.41837 -0.53046
H -0.42186 1.90629 0.01401
H 1.86136 0.39094 -5.41913
H 0.32954 -1.94024 0.96241
H 1.27089 5.66602 -4.43616
H 2.61578 1.52084 1.83523
H -2.59265 2.60686 3.84520
H -2.68265 -1.83409 1.08747
H 0.35817 -3.36530 -3.41427
H 0.84670 1.77878 -2.60823
H -0.04728 -0.33208 -4.20794
H -0.69260 1.34201 -3.88377
H -1.32114 3.07998 2.62151
H -1.94067 2.90354 -2.36094
H -4.29010 -2.50927 1.03294
H -1.98214 1.52318 -1.29048
H -3.54451 2.39121 -1.65405
H -0.63374 4.03660 4.75481
H 0.44733 2.75083 4.51383
H 3.59829 -3.53979 2.22455
H 1.25738 -4.27960 3.96383
H -2.32224 -3.71074 -2.01590
H 3.69565 -0.00793 2.83667
H -5.13362 -1.66399 -1.05501
H 0.22155 3.85099 -1.07178
H 1.63315 1.96307 -5.12546
H 3.72347 -1.48167 0.98548
H 1.11806 -3.47149 2.17356
H 2.95141 1.96235 -0.66879
H -0.33957 4.91301 -2.63308
H 4.25231 -4.22634 0.76595
H 0.60160 1.30343 -6.24440
H -0.95529 2.45373 5.54615
H -2.77081 0.00728 -3.70646
H -1.64495 0.89562 2.69381
H 2.03197 2.91582 2.70376
H 4.62456 0.47212 4.33013
```



> Among the records above, which one has the highest frontier orbital gap?

C17H35NO5Si



> Which of these has the highest F_max?

C17H58N14O12



> The highest frontier orbital gap belongs to which entry?

C17H35NO5Si



> The lowest frontier orbital gap belongs to which entry?

C43H43AuN2OP2Si